[1]
DFT (ωB97M-V/def2-TZVPD) results for the molecule C5H7BO.

Last column: Mulliken charge in e.
Atoms and positions in Å:
O  -2.738  -0.130  0.444  -0.5279
B  -1.431  -0.152  0.273  0.3665
C  -0.585  -0.430  1.559  -0.3660
C  0.737  -0.069  1.557  -0.0721
C  1.483  0.245  0.344  -0.2739
C  1.018  0.287  -0.858  -0.1494
C  -0.360  -0.150  -1.289  -0.9003
H  -3.374  -0.048  -0.274  0.3169
H  -0.818  -0.738  2.655  0.2269
H  1.372  0.044  2.557  0.2010
H  2.438  0.815  0.434  0.2329
H  1.752  0.629  -1.597  0.2962
H  -0.398  -1.060  -1.844  0.3515
H  -0.893  0.569  -1.927  0.2977

- calculated total energy (Ha) = -294.78121
- E_HOMO (Eh) = -0.3159
- SMILES = OB1C=CC=CC1
- HOMO-LUMO gap (eV) = 9.09
- energy above the lowest of the compared OMol25 structures with the same formula, charge and spin (eV) = 0.911

=====

[2]
DFT (ωB97M-V/def2-TZVPD) results for a cluster of 2 separate species, C6H14NO2Si in total.

Last column: Mulliken charge in e.
Atoms and positions in Å:
C  3.005  -1.576  0.530  -0.9494
C  2.018  -0.387  1.077  -0.5324
C  0.517  -0.369  0.412  0.3017
C  0.139  1.246  0.196  -1.2135
Si  -0.780  -0.994  1.749  0.4360
N  -1.650  -2.436  1.084  -0.4400
C  -2.383  -1.978  -0.017  0.6364
O  -2.864  -1.412  -1.155  -0.4470
H  4.116  -1.251  0.816  0.2757
H  2.799  -2.599  1.102  0.2239
H  2.984  -1.740  -0.635  0.2858
H  2.507  0.672  0.837  0.3038
H  1.874  -0.481  2.256  0.1745
H  0.445  -0.987  -0.582  0.3197
H  0.449  1.649  -0.858  0.2894
H  0.669  1.825  1.085  0.3299
H  -1.030  1.428  0.335  0.2879
H  -0.184  -1.223  3.058  -0.2285
H  -1.809  0.060  1.906  -0.1220
C  -2.127  2.118  -2.633  -0.5931
O  -0.845  2.366  -2.414  -0.8103
H  -2.820  2.976  -2.607  0.2177
H  -2.396  1.667  -3.604  0.2030
H  -2.634  1.425  -1.939  0.0507

- calculated total energy (Ha) = -731.57647
- E_HOMO (Eh) = -0.0789
- net charge = -1
- HOMO-LUMO gap (eV) = 4.84
- energy above the lowest of the compared OMol25 structures with the same formula, charge and spin (eV) = 4.526

=====

[3]
DFT (ωB97M-V/def2-TZVPD) results for a structure of composition C56H52AsIrN5OSi.

Last column: Mulliken charge in e.
Atoms and positions in Å:
Ir  -0.074  -0.269  0.313  0.3681
N  -0.621  -2.627  2.389  0.2623
C  -1.356  -1.503  2.760  0.3335
C  -2.033  -1.560  3.981  -1.3482
C  -2.694  -0.447  4.441  -1.2014
C  -2.680  0.713  3.668  -1.4461
C  -2.015  0.688  2.471  -0.1958
N  -1.360  -0.400  2.009  1.3525
C  -0.336  -3.143  1.138  0.3852
C  -0.104  -4.519  1.030  -0.9102
C  0.131  -5.070  -0.205  -1.0838
C  0.092  -4.245  -1.332  -1.1175
C  -0.118  -2.907  -1.143  0.2977
N  -0.279  -2.342  0.072  0.5887
H  -0.589  -3.323  3.117  0.3547
H  -2.034  -2.483  4.545  0.6081
H  -3.221  -0.479  5.385  0.5355
H  -3.182  1.616  3.982  0.6337
H  -1.993  1.557  1.833  0.5157
H  -0.130  -5.133  1.920  0.5671
H  0.309  -6.132  -0.302  0.5573
H  0.221  -4.640  -2.329  0.6248
H  -0.180  -2.210  -1.961  -0.1988
C  -0.273  -0.462  -3.891  -1.0756
Si  -1.445  0.518  -2.837  0.3568
C  -3.155  0.224  -3.496  -1.3127
C  -0.964  2.319  -3.000  -0.5225
N  -1.444  0.086  -1.059  1.4018
C  -2.695  0.501  -0.505  -0.8621
C  -2.993  1.864  -0.397  -0.0577
C  -4.205  2.287  0.121  -0.9510
C  -5.138  1.350  0.552  -1.0111
C  -4.843  -0.002  0.475  -0.1740
C  -3.634  -0.428  -0.055  0.5823
O  -3.300  -1.762  -0.034  -0.2510
C  -3.892  -2.636  -0.938  1.0409
C  -4.937  -2.286  -1.778  -0.7885
C  -5.467  -3.250  -2.627  -0.6796
C  -4.972  -4.544  -2.636  -0.7200
C  -3.935  -4.881  -1.777  -0.7662
C  -3.394  -3.930  -0.926  -0.3036
H  -0.425  -0.074  -4.904  0.6492
H  -0.503  -1.527  -3.946  0.3032
H  0.781  -0.321  -3.660  0.2823
H  -3.155  0.601  -4.524  0.5137
H  -3.931  0.758  -2.949  0.2919
H  -3.419  -0.834  -3.531  0.2850
H  -0.562  2.493  -4.002  0.5395
H  -0.198  2.608  -2.280  -0.3423
H  -1.821  2.982  -2.873  0.4830
H  -2.242  2.586  -0.687  -0.0134
H  -4.415  3.346  0.197  0.5465
H  -6.087  1.670  0.959  0.4514
H  -5.543  -0.749  0.828  0.6205
H  -5.336  -1.282  -1.789  0.4283
H  -6.283  -2.979  -3.284  0.4258
H  -5.398  -5.287  -3.297  0.4200
H  -3.551  -5.893  -1.759  0.4754
H  -2.607  -4.192  -0.230  0.4643
C  4.593  -2.218  -4.401  -0.8111
C  5.055  -1.161  -3.630  -0.9753
C  4.250  -0.614  -2.645  -1.0557
C  2.966  -1.117  -2.419  0.3825
C  2.518  -2.187  -3.183  0.5388
C  3.327  -2.730  -4.172  -1.0591
As  2.115  -0.299  -0.862  2.7802
C  2.820  1.490  -1.003  0.3697
C  2.523  2.184  -2.173  -0.6330
C  2.965  3.489  -2.333  -0.8249
C  3.701  4.100  -1.326  -0.9063
C  4.003  3.403  -0.165  -0.6537
C  3.565  2.094  0.000  -0.1739
C  3.045  -1.316  0.513  0.6785
C  3.518  -2.590  0.202  -0.8231
C  4.081  -3.383  1.193  -0.9680
C  4.189  -2.909  2.492  -0.8200
C  3.724  -1.640  2.804  -1.3843
C  3.140  -0.853  1.823  0.5979
H  5.220  -2.644  -5.173  0.4125
H  6.046  -0.758  -3.794  0.4753
H  4.634  0.206  -2.052  0.5123
H  1.546  -2.623  -3.028  0.0023
H  2.960  -3.559  -4.764  0.4891
H  1.964  1.708  -2.971  0.5736
H  2.742  4.025  -3.246  0.5026
H  4.050  5.116  -1.452  0.4256
H  4.594  3.871  0.611  0.5261
H  3.824  1.557  0.903  0.4375
H  3.466  -2.966  -0.811  0.4386
H  4.454  -4.367  0.941  0.4934
H  4.644  -3.525  3.257  0.4290
H  3.816  -1.255  3.811  0.5477
H  2.765  0.123  2.088  0.2012
N  0.577  1.229  1.148  -0.3056
C  0.678  2.253  1.880  0.7738
C  0.021  3.513  1.427  -0.0144
C  0.125  3.908  0.098  0.7934
C  -0.544  5.040  -0.340  -0.6658
C  -1.328  5.768  0.546  -0.7123
C  -1.427  5.377  1.875  -1.0117
C  -0.743  4.257  2.323  -0.2952
C  1.398  2.239  3.178  0.2692
C  2.153  3.348  3.556  -0.5718
C  2.828  3.344  4.767  -0.9847
C  2.728  2.248  5.614  -0.6993
C  1.959  1.150  5.250  -0.9995
C  1.302  1.141  4.030  0.1291
H  0.754  3.337  -0.573  -0.3295
H  -0.448  5.361  -1.370  0.5137
H  -1.849  6.653  0.204  0.4697
H  -2.027  5.955  2.566  0.4873
H  -0.800  3.961  3.364  0.5946
H  2.210  4.207  2.900  0.5634
H  3.422  4.199  5.056  0.4865
H  3.244  2.254  6.565  0.4446
H  1.868  0.306  5.921  0.5225
H  0.705  0.286  3.736  0.6022

- calculated total energy (Ha) = -5143.38201
- E_HOMO (alpha / beta) (Eh) = -0.4716 / -0.4725
- spin multiplicity = 2
- net charge = +2
- <S²> = 0.756
- HOMO-LUMO gap (alpha / beta) (eV) = 7.41 / 6.23
- energy above the lowest of the compared OMol25 structures with the same formula, charge and spin (eV) = 0.000

=====

[4]
DFT (ωB97M-V/def2-TZVPD) results for a cluster of 2 separate species, C4H4N2O2 in total.

Last column: Mulliken charge in e.
Atoms and positions in Å:
N  1.135  -2.137  -2.015  -0.4021
C  0.593  -1.802  -1.061  0.3321
C  -0.103  -1.541  0.104  -0.1496
N  -1.359  -1.561  0.101  -0.2885
O  -2.029  -1.365  1.321  -0.3689
H  0.626  -1.384  0.910  0.4966
H  -1.602  -1.000  2.207  0.3413
C  0.994  1.559  -1.003  -0.8770
C  0.717  1.149  0.141  0.8520
O  0.552  0.908  1.285  -0.4239
H  0.507  2.578  -1.347  0.2038
H  1.715  1.180  -1.777  0.2843

- calculated total energy (Ha) = -414.64836
- E_HOMO (Eh) = -0.3691
- SMILES = N#C/C=N/O.C=C=O
- HOMO-LUMO gap (eV) = 9.91
- energy above the lowest of the compared OMol25 structures with the same formula, charge and spin (eV) = 5.383

=====

[5]
DFT (ωB97M-V/def2-TZVPD) results for the molecule C2H3Cl3O3S.

Last column: Mulliken charge in e.
Atoms and positions in Å:
C  1.704  0.181  -0.857  -0.5862
C  -2.575  1.058  0.229  0.1005
O  -0.308  -2.553  0.513  -0.4806
O  0.179  -0.412  1.607  -0.4102
O  0.865  -0.874  -0.888  -0.1508
S  -0.073  -1.151  0.406  0.8756
Cl  -1.238  2.283  0.100  -0.1590
Cl  -1.927  -0.365  -0.542  0.1131
Cl  -2.954  0.692  1.904  -0.1196
H  2.413  0.067  -1.766  0.2579
H  2.537  -0.072  -0.077  0.2798
H  1.375  1.146  -0.628  0.2794

- calculated total energy (Ha) = -2082.29911
- E_HOMO (alpha / beta) (Eh) = -0.3177 / -0.3175
- HOMO-LUMO gap (alpha / beta) (eV) = 7.33 / 7.32
- energy above the lowest of the compared OMol25 structures with the same formula, charge and spin (eV) = 3.545

=====

[6]
DFT (ωB97M-V/def2-TZVPD) results for the molecule C3H8BN.

Last column: Mulliken charge in e.
Atoms and positions in Å:
B  -1.196  0.627  -0.689  0.0761
C  -0.707  -0.858  -0.610  -0.6559
C  0.751  -0.888  0.089  -0.4748
C  0.782  0.428  0.843  -0.2917
N  -0.201  1.322  0.273  -0.3260
H  -1.937  1.057  -1.526  -0.0709
H  -1.410  -1.367  -0.002  0.2893
H  -0.501  -1.289  -1.645  0.2791
H  0.959  -1.688  0.783  0.3167
H  1.395  -1.029  -0.808  0.2251
H  0.570  0.300  1.928  0.2263
H  1.807  1.113  0.752  0.2162
H  -0.312  2.270  0.612  0.1904

- calculated total energy (Ha) = -198.69711
- E_HOMO (Eh) = -0.3328
- SMILES = B1CCCN1
- HOMO-LUMO gap (eV) = 9.86
- energy above the lowest of the compared OMol25 structures with the same formula, charge and spin (eV) = 0.141

=====

[7]
DFT (ωB97M-V/def2-TZVPD) results for a cluster of 3 separate species, C17H37BrFN3O8 in total.

Last column: Mulliken charge in e.
Atoms and positions in Å:
C  3.297  0.698  3.244  -0.8660
C  1.813  0.677  2.487  0.7086
F  1.061  1.871  2.942  -0.3272
O  1.085  -0.580  2.766  -0.3108
C  -0.094  -0.305  3.652  0.2670
O  0.140  -0.356  4.963  -0.5378
N  -1.407  -0.069  2.955  0.5170
O  -1.933  -1.179  2.409  -0.4647
C  -2.397  0.732  3.759  -0.5284
C  -2.664  2.137  2.893  0.4554
O  -1.729  2.443  1.963  -0.4263
Br  -4.253  3.335  3.145  -0.1374
H  3.730  -0.380  3.414  0.2574
H  4.008  1.307  2.520  0.1361
H  3.264  1.296  4.259  0.3237
H  1.974  0.759  1.318  -0.0390
H  -2.655  -0.830  1.778  0.2712
H  -3.452  0.198  3.858  0.3213
H  -2.065  1.022  4.841  0.3505
C  4.051  3.481  0.067  -0.8045
O  4.809  2.296  0.267  -0.3049
C  4.411  1.213  -0.586  -0.7806
C  5.476  0.945  -1.665  -0.2260
N  5.521  2.032  -2.650  -0.3354
C  6.708  2.010  -3.515  -0.6880
C  8.093  2.117  -2.839  -0.4626
O  8.365  3.386  -2.251  -0.4396
C  7.792  3.578  -0.961  -0.4817
H  4.264  4.163  0.896  0.2393
H  4.345  3.981  -0.860  0.3622
H  2.979  3.274  0.056  0.3278
H  3.421  1.372  -1.024  0.4227
H  4.348  0.326  0.055  0.3400
H  5.244  0.004  -2.175  0.4079
H  6.436  0.828  -1.154  0.1653
H  5.503  2.921  -2.163  0.0843
H  6.606  2.858  -4.198  0.3676
H  6.679  1.105  -4.131  0.3913
H  8.844  1.994  -3.631  0.3502
H  8.284  1.308  -2.126  0.3400
H  7.762  2.652  -0.380  0.2646
H  6.796  4.005  -1.061  0.1347
H  8.400  4.304  -0.420  0.3358
C  -5.380  -3.186  -3.663  -0.7089
O  -6.266  -2.283  -3.015  -0.3247
C  -7.466  -2.906  -2.536  -0.7972
C  -7.461  -2.996  -0.999  -0.1823
N  -6.471  -3.970  -0.527  -0.3161
C  -6.182  -3.884  0.912  -0.8195
C  -5.621  -2.551  1.455  -0.4975
O  -4.297  -2.249  1.022  -0.4333
C  -4.214  -1.680  -0.281  -0.3900
H  -4.618  -2.598  -4.184  0.2325
H  -4.869  -3.822  -2.934  0.3002
H  -5.902  -3.804  -4.396  0.3364
H  -7.641  -3.882  -2.998  0.3912
H  -8.291  -2.249  -2.834  0.3893
H  -8.456  -3.294  -0.652  0.4042
H  -7.251  -1.994  -0.614  0.1381
H  -5.602  -3.831  -1.030  0.0817
H  -5.446  -4.665  1.125  0.4012
H  -7.088  -4.145  1.469  0.3966
H  -5.557  -2.653  2.546  0.3782
H  -6.292  -1.703  1.279  0.3706
H  -5.070  -1.038  -0.508  0.2871
H  -4.115  -2.470  -1.022  -0.0217
H  -3.307  -1.075  -0.334  0.4032

- calculated total energy (Ha) = -4109.67230
- E_HOMO (Eh) = -0.3213
- SMILES = C[C@H](F)OC(=O)N(O)CC(=O)Br.COCCNCCOC.COCCNCCOC
- HOMO-LUMO gap (eV) = 8.63

=====

[8]
DFT (ωB97M-V/def2-TZVPD) results for a cluster of 2 separate species, C2H9N4 in total.

Last column: Mulliken charge in e.
Atoms and positions in Å:
C  -0.884  -1.215  -0.336  0.5751
C  1.013  1.628  1.055  -0.0465
N  -2.206  -1.547  -0.463  -0.4608
N  0.002  -2.103  0.121  -0.4360
N  1.823  2.227  0.264  -0.2668
N  -0.449  -0.085  -0.684  -0.6883
H  0.254  2.425  1.432  0.2209
H  0.852  0.665  1.391  0.3412
H  -2.457  -2.454  -0.710  0.2402
H  -2.659  -0.777  -1.028  0.2349
H  -0.454  -2.932  0.485  0.2079
H  0.934  -2.153  -0.288  0.2495
H  1.488  3.163  -0.027  0.3056
H  2.583  1.870  -0.448  0.3426
H  -1.207  0.611  -0.819  0.1806

- calculated total energy (Ha) = -300.33361
- E_HOMO (Eh) = -0.4622
- net charge = +1
- HOMO-LUMO gap (eV) = 7.76
- energy above the lowest of the compared OMol25 structures with the same formula, charge and spin (eV) = 2.333